# 1
{
  "formula": "C35H36As2NSn",
  "method": "ωB97M-V with the def2-TZVPD basis set",
  "homo_lumo_gap_ev": 5.86,
  "e_lumo_ha": -0.1751,
  "charge": 1,
  "elements": ["H", "C", "C", "C", "H", "C", "C", "H", "As", "H", "C", "C", "C", "C", "H", "C", "H", "H", "C", "H", "C", "C", "H", "C", "C", "H", "H", "H", "C", "C", "H", "H", "C", "H", "H", "H", "Sn", "H", "C", "C", "C", "H", "H", "C", "H", "C", "H", "H", "H", "C", "H", "H", "C", "H", "C", "N", "H", "As", "C", "C", "C", "C", "H", "C", "C", "H", "H", "C", "C", "H", "C", "H", "H", "H", "H"],
  "xyz": [[-0.41348, -4.89673, -2.63243], [-0.34837, -5.48721, -0.51045], [-2.95299, -1.50889, 2.18653], [2.07107, -1.49067, 1.04171], [-4.72894, 0.47650, 4.37444], [-0.55000, -4.59105, -1.56824], [-2.89073, 1.06078, 3.28684], [3.71476, 4.03831, -0.87506], [-0.75102, -0.79313, 0.31446], [-2.99786, -0.88523, -7.05696], [-2.21534, -1.00987, -6.24593], [-0.37720, -5.06091, 0.82538], [2.34289, 1.97265, 2.08656], [-1.78283, 0.19280, -4.18032], [2.05698, 1.44480, 2.98152], [-1.93450, 0.68165, 2.37476], [-2.65248, -1.63521, -5.46419], [-2.49897, -0.56759, -3.83872], [0.75045, -0.89682, 1.58046], [-3.26273, 5.13900, -2.63318], [-1.97700, -0.56266, 1.79446], [-3.02360, 4.14862, -2.92187], [2.50606, -2.29739, 3.77855], [3.90917, -0.66969, 3.32725], [4.12603, -0.36001, 6.06977], [5.48655, 1.17422, 5.56565], [2.07538, -1.60353, -0.08391], [2.28583, -2.50151, 1.50223], [-1.42220, 2.23867, -2.70428], [-0.98869, 1.13031, -6.41787], [-4.64321, -1.84184, 3.43265], [-1.33158, 1.19238, -7.45030], [4.82420, 0.22320, 3.84801], [-0.55269, -3.43919, 2.11181], [0.93272, 0.12384, 1.86995], [-1.19354, 1.43082, 2.18762], [0.21318, 1.37439, -1.59840], [-2.75474, 2.04989, 3.75913], [-0.71043, -2.74583, 0.01640], [1.99807, 3.28757, 1.91615], [-3.34516, 2.13095, -4.17172], [4.23293, -0.36968, 7.12976], [2.07189, 5.02290, 0.59164], [-1.93219, 3.55573, -2.32140], [-3.03768, -2.53465, 1.68433], [-0.61867, -3.21911, -1.27462], [1.53685, 3.81892, 2.75106], [-4.73570, 3.72714, -4.14287], [0.03894, 0.73310, -6.46609], [-3.91078, 0.15768, 3.65620], [-0.47132, -2.46618, -2.06153], [4.38863, 1.50192, -0.58622], [-2.19803, 1.49876, -3.55588], [-0.78176, -0.05286, -3.89563], [4.84442, 0.42776, 5.19920], [-1.86197, 0.27677, -5.60532], [-0.20040, -5.68851, 1.66986], [3.85674, -0.53316, 1.41288], [-3.83648, 3.31132, -3.71672], [-0.56102, -3.69306, 1.05490], [3.30338, 3.37578, -0.14941], [3.66543, 2.03921, 0.05961], [2.64800, -2.01845, 6.15470], [3.29372, -1.34127, 5.56738], [3.25944, 1.33545, 1.22281], [-0.07029, -6.51198, -0.79860], [-1.34953, 4.00496, -1.53713], [3.15708, -1.50357, 4.15254], [-3.91713, -1.11118, 3.10714], [5.47103, 0.86005, 3.22238], [2.41402, 3.98741, 0.78067], [-3.84371, 1.47964, -4.93020], [-1.28583, -1.43465, -6.70510], [0.41236, -1.43637, 2.44722], [-0.97542, 2.13377, -5.99602]]
}

=====

# 2
{
  "formula": "C38H31N3NiO2PSTe",
  "method": "ωB97M-V with the def2-TZVPD basis set",
  "homo_lumo_gap_ev": [6.60, 6.71],
  "e_lumo_ha": [-0.1287, -0.1268],
  "charge": 1,
  "elements": ["C", "H", "C", "C", "H", "C", "H", "C", "C", "O", "S", "C", "C", "C", "H", "C", "H", "C", "H", "H", "C", "H", "P", "C", "C", "H", "C", "H", "H", "Ni", "C", "H", "H", "H", "C", "N", "Te", "H", "C", "C", "H", "C", "O", "H", "C", "C", "C", "C", "C", "N", "C", "C", "H", "H", "C", "N", "H", "H", "C", "H", "H", "H", "C", "C", "H", "H", "C", "C", "H", "H", "C", "H", "C", "C", "C", "C", "H", "H"],
  "xyz": [[3.97365, 1.60467, -1.73104], [-0.62679, -2.22467, 6.53258], [0.48024, 2.97908, -1.62613], [0.53033, -3.09915, 0.77102], [1.58145, -1.65504, 5.58482], [0.02704, -2.72841, -2.45874], [-0.46761, -4.65783, -1.63722], [-1.59569, 3.66931, 2.49306], [0.66835, -4.82787, -3.44446], [-4.38221, -0.65987, -0.48857], [2.37921, -0.37842, -0.76163], [-1.84395, 2.40668, 1.96239], [0.67822, -1.30498, 5.10247], [-0.43651, -3.89059, 2.82260], [-0.32584, -4.36384, 3.78902], [0.76601, -0.51301, 3.96494], [3.02485, 3.44157, -1.51955], [-1.81681, 3.15989, -1.43446], [-2.54856, -0.05462, 3.38936], [-2.65855, -1.62790, -2.74350], [6.05874, -0.09365, -2.37921], [4.75287, -1.68263, -1.75200], [-0.87705, -1.78839, -1.22053], [-0.39561, -0.06823, 3.34581], [-1.68689, -3.47049, 2.39675], [-4.76066, 4.86926, 2.51815], [-2.64656, 4.55522, 2.68923], [-2.68747, -1.40637, 5.43978], [1.57970, 4.74181, -2.19528], [-0.67207, 0.45178, -1.04324], [0.67341, -3.70310, 2.01004], [5.23667, 3.19458, -2.41761], [6.87268, -0.75870, -2.62971], [1.80924, -4.69894, -5.25420], [6.19223, 1.27421, -2.55960], [2.87256, 2.45194, -1.42394], [-0.23825, 1.11016, 1.61755], [-0.46494, 6.13383, -2.29310], [-0.72440, -2.66938, 0.34380], [0.02577, -4.12283, -2.43977], [-2.73874, 2.63963, -1.21676], [0.61677, 4.30683, -1.96740], [-2.52664, 0.46282, -0.98590], [-2.82082, -2.52186, 0.85733], [-1.71866, -1.16285, 5.02249], [-1.83591, -2.85275, 1.16362], [-1.64043, -0.39840, 3.86747], [1.59895, 2.00745, -1.46498], [4.87062, -0.61443, -1.88193], [1.24571, 0.77025, -1.33775], [-3.94148, 4.18066, 2.35838], [-0.53417, 5.08768, -2.02820], [-5.19422, 2.63165, 1.55375], [0.67638, -0.96605, -3.50507], [-2.63093, -1.81615, -1.66615], [-0.71550, 2.41716, -1.38580], [1.64941, -4.03386, 2.33907], [-2.55313, -3.61569, 3.02821], [-1.75774, 4.51355, -1.74842], [-3.14804, -2.75043, -1.45560], [-3.34348, 1.07715, 1.15427], [-2.66947, 5.09201, -1.77555], [5.14032, 2.12855, -2.25292], [-0.56223, -1.62405, 5.63503], [-2.45423, 5.53411, 3.10829], [-0.58817, 3.95934, 2.76343], [-4.18786, 2.92406, 1.82333], [1.31130, -2.75838, -4.49559], [1.81081, -2.22879, -5.29568], [0.66829, -5.90923, -3.42922], [0.67204, -2.04950, -3.48870], [1.39739, -2.97496, 0.13312], [3.83737, 0.23925, -1.53109], [-3.27960, -0.61933, -0.97817], [1.30993, -4.14520, -4.47017], [-3.14131, 2.03483, 1.61594], [1.73819, -0.24272, 3.57044], [7.11250, 1.68261, -2.95299]]
}

=====

What did we get for relative energy (zero: lowest compared OMol25 entry of this formula, charge and spin)? Answer: 0.000 0.000 eV, in the order shown.
What did we get for energy? Answer: -6095.51135 -4297.15067 Ha, in the order shown.
What did we get for max |F|? Answer: 2.9 0.7 eV/A, in the order shown.